The following is a DFT calculation (ωB97M-V/def2-TZVPD) of 3 unconnected molecules or ions with the total composition C3H13NO2S.

Geometry as XYZ:
```
20
Properties=species:S:1:pos:R:3:forces:R:3:nbo_charge:R:1
N 1.5294 -0.4816 0.8603 0.2130 -0.1583 0.3795 -0.85
C 0.2439 -1.1918 0.9475 -0.1962 0.0766 0.2658 -0.21
C -0.7525 -0.5623 -0.0276 0.0977 0.4746 0.0269 -0.43
C -2.2002 -0.6041 0.4357 0.1182 0.1507 -0.2105 -0.50
S -3.2618 0.5358 -0.5018 -0.0441 -0.1219 -0.0813 -0.04
H 2.2244 -0.9551 1.4280 0.0162 -0.1254 -0.0969 0.37
H 1.4350 0.4324 1.2971 -0.0459 0.1375 -0.2880 0.38
H 0.4226 -2.2595 0.7692 -0.1321 0.2273 -0.0694 0.19
H -0.1960 -1.0961 1.9547 0.1570 -0.1771 -0.1035 0.17
H -0.4593 0.4878 -0.1429 -0.0840 -0.0698 0.0709 0.22
H -0.6845 -0.9715 -1.0306 0.1280 -0.2571 -0.1678 0.20
H -2.2753 -0.2174 1.4488 -0.0213 -0.1437 0.2117 0.22
H -2.6060 -1.6134 0.4006 -0.0812 0.0019 0.1115 0.21
H -3.0105 0.0229 -1.7147 -0.0227 0.0083 -0.0043 0.11
O 1.5439 2.7558 -0.0681 -0.3251 0.0896 0.0096 -0.97
H 1.7132 2.2224 -0.8606 -0.0464 -0.0564 0.0029 0.50
H 0.6522 3.1076 -0.1990 0.2935 -0.0705 0.0240 0.47
O 1.9772 0.5018 -1.7620 0.2047 -0.0014 -0.0107 -1.00
H 2.0442 0.0718 -0.8819 -0.2291 -0.0408 0.0075 0.50
H 1.6602 -0.1855 -2.3525 -0.0001 0.0557 -0.0780 0.47
```
Forces are in eV/Å.

Values from the calculation:
Relative energy (zero: lowest compared OMol25 entry of this formula, charge and spin)   0.0 kcal per mole
Total charge   0
E   -725.52138 Eh
Strongest force on any atom   0.49 eV/Å
SMILES   NCCCS.O.O

The following is a DFT calculation (ωB97M-V/def2-TZVPD) of 7 unconnected molecules or ions with the total composition C6H26N2O6.

Geometry as XYZ:
```
40
Properties=species:S:1:pos:R:3:forces:R:3:nbo_charge:R:1
C -1.7008 -2.1297 2.2601 -0.3552 0.6880 0.6594 -0.40
C -0.8754 -1.8981 1.2456 -0.6153 -1.6267 0.7777 -0.18
C 0.6168 -1.9790 1.4291 0.0293 1.9271 -0.6923 -0.45
C 1.1650 -0.7116 2.1606 -0.4809 -0.1566 1.1881 -0.41
C 2.4324 -0.0286 1.6180 -0.0153 -1.1449 -0.0169 -0.24
N 2.2650 1.3828 1.3055 0.3823 -0.6527 0.1591 -0.64
C 2.2934 1.7295 -0.0928 -0.7612 0.5809 0.1734 -0.05
N 1.3705 1.0891 -1.0304 -0.3392 -0.3634 0.2481 -0.87
H -1.3959 -2.1653 3.3038 0.4143 -0.2292 -0.1377 0.18
H -2.7779 -2.1627 2.1828 -0.1395 0.0176 -0.4552 0.19
H -1.3356 -1.9050 0.2619 0.4669 0.3348 -0.1704 0.22
H 1.0364 -1.9899 0.4237 0.2658 -0.3096 0.1350 0.20
H 0.9453 -2.8233 2.0213 -0.1923 -0.4538 -0.2799 0.22
H 1.2612 -1.0414 3.1976 0.6542 0.0310 0.1229 0.21
H 0.3781 0.0258 2.3422 -0.1678 0.1193 -0.7262 0.20
H 3.2909 -0.2101 2.2730 -0.1641 0.3355 0.3119 0.19
H 2.6994 -0.6333 0.7458 0.0634 0.5442 -0.4110 0.19
H 1.4995 1.7543 1.8451 -0.1251 0.2549 -0.2612 0.35
H 3.2775 1.5241 -0.4685 0.5817 -0.0153 -0.1971 0.18
H 2.1205 2.8057 -0.1387 0.1278 0.0662 -0.1045 0.17
H 1.6273 0.1081 -1.1046 0.0941 -0.0094 -0.1576 0.37
H 0.4160 1.0917 -0.6717 0.1187 0.1398 0.0720 0.34
O 2.3890 -1.9137 -1.6102 0.0322 0.0261 -0.0116 -0.95
H 1.7499 -2.0520 -2.3190 -0.0053 -0.1209 -0.1706 0.49
H 2.2726 -2.6880 -1.0501 0.0629 -0.0292 -0.0140 0.48
O -0.4984 -1.9828 -2.1746 -0.2569 0.3418 0.1215 -0.96
H 0.0274 -1.2316 -1.8790 0.2327 -0.1050 0.2157 0.46
H -1.2235 -1.4764 -2.5890 0.2893 -0.5256 -0.2505 0.49
O -1.7141 2.2045 3.2078 0.0232 0.0311 -0.2636 -0.93
H -1.2095 2.2208 2.3855 0.0055 -0.0348 0.1252 0.46
H -2.6239 2.1192 2.9053 -0.0235 -0.0199 0.1180 0.47
O -2.9449 0.6747 -0.5895 -1.0955 0.4682 0.3709 -0.94
H -3.5561 0.5482 0.1499 0.4472 -0.6666 0.2273 0.47
H -3.4469 1.3809 -1.0260 0.7145 0.0545 -0.4698 0.48
O -1.8153 2.5072 -2.1968 0.0922 0.6409 -0.0465 -0.96
H -1.0751 2.8834 -1.7076 -0.0275 -0.0582 0.1289 0.48
H -1.5673 2.6677 -3.1149 -0.0236 -0.1132 -0.0215 0.49
O -1.4146 0.2093 -3.4685 -0.6211 -0.1549 0.1077 -0.96
H -1.6199 0.5258 -2.5697 0.1781 0.2662 -0.2495 0.50
H -2.2861 0.2287 -3.8841 0.1328 -0.0778 -0.1555 0.47
```
Forces are in eV/Å.

Values from the calculation:
Relative energy (zero: lowest compared OMol25 entry of this formula, charge and spin)   49.3 kcal per mole
Total charge   0
E   -805.08569 Eh
Strongest force on any atom   2.05 eV/Å
SMILES   C=CCCCNCN.O.O.O.O.O.O

The following is a DFT calculation (ωB97M-V/def2-TZVPD) of 5 unconnected molecules or ions with the total composition C20H36N4O2S.

Geometry as XYZ:
```
63
Properties=species:S:1:pos:R:3:forces:R:3:nbo_charge:R:1
O -0.2755 -1.5741 0.2458 1.1867 2.4189 -0.9524 -0.92
S 0.1929 -0.2320 -0.1983 -2.3804 0.7579 0.8920 2.09
O -0.6291 0.5495 -1.1426 1.1018 -1.2978 0.4647 -0.95
C 0.3986 0.9311 1.2395 0.1435 -1.7577 0.5015 -0.63
C 1.8663 0.8125 1.5558 1.0086 0.0562 0.2654 -0.42
C 2.5747 0.9017 0.2025 -1.1559 0.2912 0.6102 -0.40
C 1.9306 -0.2054 -0.6472 0.8302 -0.2312 -0.4291 -0.67
H -0.2203 0.5256 2.0380 -0.1458 0.1027 -0.0939 0.25
H 0.1075 1.9462 0.9872 -0.0745 -0.1829 -0.3524 0.24
H 2.2384 1.5881 2.2274 -0.2427 0.1722 -0.0480 0.22
H 2.1817 -0.1257 2.0190 -0.5797 -0.1943 0.1077 0.23
H 3.6477 0.8894 0.3784 0.0483 -0.2630 -0.6794 0.24
H 2.2400 1.8679 -0.1815 0.5923 0.0582 -0.4931 0.21
H 2.3131 -1.2015 -0.4240 0.0386 0.0414 0.1079 0.25
H 2.0220 -0.0129 -1.7154 -0.2048 -0.0648 -0.0164 0.27
C -0.6277 4.3034 -4.8064 -0.8117 -0.0758 -0.8133 -0.62
C -0.9684 3.5396 -3.5464 1.2291 -0.5730 0.4889 -0.39
C 0.1629 3.7405 -2.5026 -0.4684 0.3795 1.5550 -0.52
C 1.5753 3.4709 -2.7592 -0.8307 -0.1745 -0.9704 0.30
N 2.6877 3.3082 -2.9727 0.5928 -0.1855 0.0622 -0.35
H 0.2344 3.9736 -5.3867 0.2209 -0.3075 0.4864 0.22
H -0.4788 5.3623 -4.5932 -0.1117 0.0325 0.0064 0.21
H -1.4626 4.1921 -5.5025 -0.0445 0.3208 -0.0338 0.22
H -1.1633 2.4721 -3.6667 0.5283 -0.0877 -0.4685 0.23
H -1.9287 3.8389 -3.1248 0.2608 0.6343 0.2007 0.22
H -0.0302 3.2057 -1.5678 -0.3497 -0.3086 -0.1547 0.26
H 0.1876 4.7761 -2.1493 -0.2554 0.2196 -0.2866 0.24
C 6.3599 -4.9516 -0.8260 0.4996 -0.8079 -0.3510 -0.62
C 5.0026 -4.8550 -0.1324 0.9627 -1.3139 1.0558 -0.41
C 4.5485 -3.4330 0.0595 -1.9903 0.1434 0.5707 -0.50
C 3.4371 -3.2950 1.0593 0.2332 -0.3144 0.2899 0.28
N 2.6029 -3.2014 1.8515 0.4891 0.0530 -0.5523 -0.34
H 6.4730 -4.4465 -1.7864 -0.4279 0.2790 0.0678 0.21
H 6.5744 -5.9975 -1.0581 -0.1491 -0.0732 0.0202 0.22
H 7.2184 -4.6610 -0.2180 -0.2761 0.3667 0.2472 0.21
H 5.1006 -5.2979 0.8654 0.4971 0.3168 0.2123 0.21
H 4.3211 -5.6259 -0.4965 -0.5383 0.8596 -0.8716 0.23
H 4.0741 -3.0308 -0.8377 0.7139 0.3023 -0.2828 0.24
H 5.3737 -2.8419 0.4533 0.0214 0.2305 -0.4139 0.25
C -2.2987 2.7501 1.9541 -1.7589 0.0747 0.8778 -0.60
C -3.1122 3.3319 3.1280 1.1298 -0.1374 0.7491 -0.37
C -4.0609 4.4833 2.7890 -0.2030 -0.9232 -1.6103 -0.53
C -4.9952 4.8692 3.8111 -0.7831 0.3430 2.0054 0.29
N -5.7044 5.1103 4.6955 0.7311 -0.1854 -1.1357 -0.32
H -1.8380 1.8708 2.3947 0.4022 0.0729 -0.3920 0.21
H -1.5942 3.4697 1.5440 0.0179 -0.1735 -0.1664 0.20
H -3.0591 2.4012 1.2528 0.5339 0.0281 -0.6293 0.21
H -2.3643 3.5120 3.9046 -0.3302 0.6940 0.2239 0.20
H -3.7101 2.5198 3.5450 -0.1817 0.0449 -0.0950 0.21
H -4.6701 4.0015 2.0141 -0.2712 0.2868 -0.1384 0.25
H -3.6676 5.3573 2.2688 0.4867 0.0025 0.3742 0.25
C -2.6230 -4.4637 -0.7241 0.9404 -0.4343 0.7452 -0.63
C -3.0218 -4.3839 0.7673 0.1450 -0.3835 -0.6814 -0.38
C -3.4067 -2.9844 1.1595 -0.5235 0.5648 0.2584 -0.51
C -4.5555 -2.5020 0.3835 0.1470 0.2186 0.0605 0.30
N -5.4390 -2.0969 -0.2268 -0.0958 -0.0559 -0.0403 -0.35
H -1.9739 -5.3220 -0.9135 -0.4421 -0.4023 0.0762 0.21
H -1.9170 -3.6604 -0.9460 -0.4954 0.4480 -0.1641 0.22
H -3.4750 -4.5016 -1.3980 0.0542 0.2612 -0.0132 0.22
H -2.2046 -4.6818 1.4250 0.0945 -0.1054 -0.1620 0.21
H -3.8776 -5.0191 1.0023 0.1170 -0.2596 -0.1598 0.20
H -2.5868 -2.2781 1.0201 0.0536 -0.0396 0.0233 0.26
H -3.7073 -2.9897 2.2091 0.0704 0.2376 0.0442 0.24
```
Forces are in eV/Å.

Values from the calculation:
Relative energy (zero: lowest compared OMol25 entry of this formula, charge and spin)   119.8 kcal per mole
Total charge   0
E   -1551.26222 Eh
Strongest force on any atom   2.86 eV/Å
SMILES   O=S1(=O)CCCC1.CCCC#N.CCCC#N.CCCC#N.CCCC#N

The following is a DFT calculation (ωB97M-V/def2-TZVPD) of C10H12N2 in the gas phase.

Geometry as XYZ:
```
24
Properties=species:S:1:pos:R:3:forces:R:3:nbo_charge:R:1
C 0.8090 -0.2965 0.7210 0.2558 0.1256 0.1327 -0.27
C 1.8806 -0.9792 0.1546 0.1329 0.3390 -0.4758 0.14
C 1.1273 1.0790 0.6944 -0.4490 -0.9364 0.2775 0.22
C 1.3022 -2.1215 -0.5280 1.3029 -1.5925 -1.3872 -0.23
C -0.0487 -2.0728 -0.3999 -0.7943 -0.1365 1.0876 -0.31
C -0.1483 1.9848 0.6867 2.4815 1.4401 1.2184 -0.51
C -1.0491 1.1285 -0.1463 -1.6126 3.4920 -2.1015 -0.07
C -0.3898 -0.9843 0.4860 -0.1226 -2.1223 -0.0205 0.17
C -0.9868 1.3168 -1.6741 1.2299 0.7887 1.6952 -0.68
C -1.6124 -1.1473 1.3361 1.4862 3.2978 0.0220 -0.64
N 2.3797 1.2111 0.3263 0.8863 0.8494 -0.5180 -0.30
N 2.8828 -0.0649 0.0154 -2.8138 0.6960 1.1206 -0.33
H 1.7309 -2.9719 -1.0828 0.3897 0.8222 0.4347 0.22
H -0.7071 -2.8948 -0.7084 0.1705 0.5272 0.1601 0.22
H -0.4850 2.1012 1.7916 0.3740 -0.0148 -1.9382 0.23
H 0.2180 3.0522 0.2515 -1.3056 -2.2974 0.8631 0.23
H -2.0706 1.0035 0.1789 0.0298 -0.1767 0.3771 0.18
H -0.7905 0.4179 -2.2297 0.5234 -0.4187 -0.2832 0.22
H -0.2940 2.1553 -1.8648 0.3844 -0.8292 -0.2799 0.21
H -1.8828 1.7230 -2.0591 -1.5142 0.1555 -0.1877 0.22
H -2.3124 -1.4892 0.6956 -2.5605 -2.0287 -1.6178 0.21
H -2.0969 -0.2500 1.7711 0.9369 -0.4052 0.1959 0.21
H -1.2032 -1.8034 2.0348 -0.3392 -1.4066 1.6505 0.24
H 3.7471 -0.0977 -0.4508 0.9276 -0.1686 -0.4258 0.41
```
Forces are in eV/Å.

Values from the calculation:
Relative energy (zero: lowest compared OMol25 entry of this formula, charge and spin)   42.7 kcal per mole
Total charge   0
E   -497.52013 Eh
Strongest force on any atom   4.38 eV/Å
⟨S²⟩   2.02
Spin multiplicity   3

The following is a DFT calculation (ωB97M-V/def2-TZVPD) of a molecular structure, C18H29N4O6S3V.

Geometry as XYZ:
```
61
Properties=species:S:1:pos:R:3:forces:R:3:nbo_charge:R:1
V -0.1301 -0.1648 0.3197 0.3799 0.7937 -0.2635 1.02
N -1.4206 0.8864 -1.1629 -0.0903 -0.0343 0.0133 -0.84
C -2.6590 0.0713 -1.1082 -0.1739 -0.0033 -0.0185 -0.30
C -2.2490 -1.4034 -1.2722 -0.0457 0.1141 -0.0971 0.63
O -2.8726 -2.1243 -2.0598 -0.0134 -0.0318 -0.0474 -0.70
N -1.1625 -1.6654 -0.5598 -0.2553 -0.2676 -0.0291 -0.74
C -0.2437 -2.6760 -1.0267 -0.0138 -0.2293 -0.0364 -0.34
C 1.0006 -1.9709 -1.6070 0.0056 -0.1556 -0.0475 0.78
O 1.7337 -2.5442 -2.4024 0.0371 -0.0398 0.0048 -0.69
O 1.1830 -0.7662 -1.1669 0.0589 0.0206 0.0100 -0.83
H -0.9322 0.6997 -2.0356 0.0346 0.0231 0.0269 0.39
H -1.6358 1.8766 -1.1487 -0.0002 -0.0001 0.0277 0.37
H -3.1264 0.2356 -0.1350 -0.0119 0.0010 -0.0111 0.21
H -3.3669 0.3244 -1.9007 0.0117 -0.0240 0.0366 0.19
H 0.1109 -3.2894 -0.1895 0.0157 -0.0524 -0.0375 0.19
H -0.6905 -3.3389 -1.7696 0.0746 0.0324 -0.0259 0.23
C 3.9351 1.3639 -1.9984 -0.0153 -0.0260 -0.0808 -0.55
C 3.1158 2.6341 -2.2388 0.0993 -0.0091 0.0069 -0.54
S 1.3688 2.4998 -1.7786 -0.0449 0.0544 -0.0074 0.24
C 1.2221 3.5513 -0.3223 -0.0485 0.0225 0.0144 -0.54
C 2.0041 3.0978 0.8983 0.0612 0.0190 -0.0751 -0.56
S 1.4362 1.5030 1.5563 0.0176 0.0726 0.1639 0.27
C 2.9911 0.5972 1.7772 0.0492 0.0043 0.0235 -0.53
C 3.6499 0.0445 0.5242 -0.0083 -0.1107 0.0051 -0.56
S 4.7138 1.2191 -0.3687 -0.0161 0.0185 0.0064 0.14
H 4.7584 1.3411 -2.7153 0.0069 0.0114 0.0112 0.21
H 3.3278 0.4738 -2.1696 -0.0286 -0.0217 0.0167 0.27
H 3.1299 2.8629 -3.3065 -0.0269 -0.0115 0.0006 0.22
H 3.5629 3.4872 -1.7247 -0.0334 0.0196 0.0091 0.21
H 0.1503 3.5393 -0.1066 -0.0059 0.0274 0.0239 0.22
H 1.4840 4.5852 -0.5617 0.0361 -0.0200 -0.0371 0.21
H 1.9111 3.8495 1.6852 -0.0390 -0.0297 0.0281 0.21
H 3.0596 2.9956 0.6526 0.0090 0.0025 0.0007 0.24
H 2.7082 -0.2509 2.4012 0.0036 0.0305 -0.0288 0.26
H 3.6678 1.2296 2.3571 0.0016 -0.0037 -0.0129 0.21
H 2.8975 -0.3429 -0.1671 0.0371 0.0270 -0.0047 0.30
H 4.2776 -0.7986 0.8160 0.0230 0.0326 0.0200 0.23
C 1.5249 -0.7514 5.4503 0.0173 0.0392 0.0041 -0.62
C 1.5291 -2.2599 5.2421 -0.0255 -0.1170 -0.0459 -0.36
C 0.5416 -2.7527 4.1582 0.0615 0.0191 0.0325 -0.27
C 0.5729 -4.2869 4.0852 0.0158 0.0360 0.0469 -0.36
C -0.2946 -4.8459 2.9669 -0.0627 -0.0356 -0.0218 -0.62
C -0.8469 -2.3148 4.5833 0.0265 -0.0020 0.0560 0.73
O -1.4105 -2.7568 5.5640 0.0265 0.0032 -0.0227 -0.61
N -1.4240 -1.3372 3.8197 -0.0422 -0.0016 -0.0155 -0.65
C -0.8875 -0.8274 2.6474 -0.1133 0.0490 0.0464 0.79
O -1.5177 0.0561 2.0413 -0.0328 -0.0439 0.0178 -0.67
N 0.2751 -1.2643 2.1464 -0.0774 -0.1619 0.3019 -0.73
C 1.0209 -2.1816 2.8125 0.1846 -0.0532 -0.0339 0.70
O 2.1106 -2.5456 2.3968 -0.0554 -0.0200 0.0580 -0.62
H 2.2698 -0.4668 6.1946 0.0057 0.0047 -0.0034 0.21
H 0.5561 -0.3937 5.8034 -0.0247 -0.0094 0.0141 0.20
H 1.7578 -0.2155 4.5271 0.0016 -0.0057 -0.0022 0.21
H 1.2796 -2.7739 6.1732 -0.0146 0.0223 -0.0004 0.21
H 2.5189 -2.5939 4.9251 -0.0139 0.0044 0.0134 0.22
H 0.2393 -4.6670 5.0526 0.0075 0.0040 0.0041 0.21
H 1.6133 -4.5809 3.9418 -0.0048 -0.0075 -0.0234 0.22
H -1.3293 -4.5057 3.0554 -0.0036 -0.0006 0.0107 0.20
H -0.3092 -5.9360 2.9948 0.0201 -0.0019 -0.0111 0.21
H 0.0753 -4.5422 1.9871 0.0108 0.0132 -0.0146 0.22
H -2.3401 -1.0051 4.0825 0.0017 0.0085 0.0003 0.42
```
Forces are in eV/Å.

Values from the calculation:
Relative energy (zero: lowest compared OMol25 entry of this formula, charge and spin)   0.0 kcal per mole
Total charge   -1
E   -3512.61178 Eh
Strongest force on any atom   0.92 eV/Å
⟨S²⟩   3.76
Spin multiplicity   4

The following is a DFT calculation (ωB97M-V/def2-TZVPD) of a molecular structure, C2H4AgO4.

Geometry as XYZ:
```
11
Properties=species:S:1:pos:R:3:forces:R:3:nbo_charge:R:1
O 0.3440 1.7966 -0.1835 -0.9730 0.2415 -0.3119 -0.83
O 2.4930 1.1397 -0.3539 -0.2335 0.1691 0.2488 -0.74
C 1.2769 0.9608 -0.2906 0.7802 0.3516 0.1215 0.96
O 0.8244 -0.3408 -0.3731 -0.6780 -0.9737 0.1164 -0.59
C 1.3589 -1.3164 0.4951 0.1739 -0.2018 -0.0930 -0.24
H 0.5950 -1.5655 1.2435 0.1148 -0.1030 -0.0954 0.16
H 1.5964 -2.2034 -0.1051 -0.0938 0.0230 0.2055 0.16
H 2.2763 -1.0262 1.0260 -0.1889 0.3236 -0.3535 0.19
Ag -1.9220 1.1854 -0.4226 -0.0455 -0.1311 0.0644 0.82
O -4.0671 0.9228 -0.3032 0.7707 0.5328 0.4628 -1.33
H -4.7759 0.4470 -0.7325 0.3731 -0.2320 -0.3657 0.44
```
Forces are in eV/Å.

Values from the calculation:
Relative energy (zero: lowest compared OMol25 entry of this formula, charge and spin)   0.0 kcal per mole
Total charge   -1
E   -526.58306 Eh
Strongest force on any atom   1.19 eV/Å